Record 1
16
Properties=species:S:1:pos:R:3 method="wB97M-V/def2-TZVPD" e_above_lowest_ev=4.1239 spin_multiplicity=1 homo_ev=-9.444
C 1.081 -0.072 0.102
C 2.288 -0.802 0.661
N -1.382 -0.326 -0.193
C -0.185 -0.938 0.200
C -1.518 0.905 -0.748
O 0.897 1.138 0.824
N -2.699 1.264 -1.231
O -0.205 -2.071 0.616
H 0.511 1.781 0.212
H -2.193 -0.947 -0.114
H 1.228 0.133 -0.969
H -3.529 0.696 -0.984
H -2.046 2.174 -0.785
H 2.144 -1.003 1.722
H 2.434 -1.753 0.153
H 3.173 -0.179 0.535

---

Record 2
11
Properties=species:S:1:pos:R:3 method="wB97M-V/def2-TZVPD" e_above_lowest_ev=3.2630 smiles=C#C[C@H]1N[C@H]1C#N spin_multiplicity=1 homo_ev=-9.894
C -1.397 0.921 -1.591
C -0.331 0.664 -1.092
C 0.832 0.075 -0.540
N 1.437 0.418 0.740
C 0.582 -0.766 0.660
C -0.670 -0.803 1.386
N -1.635 -0.893 2.019
H -2.271 1.279 -2.054
H 1.545 -0.303 -1.274
H 0.904 1.150 1.209
H 1.004 -1.742 0.538

---

Record 3
52
Properties=species:S:1:pos:R:3 method="wB97M-V/def2-TZVPD" e_above_lowest_ev=0.0000 spin_multiplicity=1 charge=+1 homo_ev=-11.802
Mg 9.684 18.541 5.745
C 7.561 15.421 6.741
F 8.399 14.583 6.152
F 6.775 15.977 5.834
F 6.832 14.774 7.625
S 8.515 16.743 7.717
O 7.782 17.973 7.490
O 8.607 16.252 9.030
N 9.956 17.013 6.810
S 11.059 15.957 7.352
O 12.080 16.635 8.076
O 10.554 14.753 7.903
C 11.913 15.374 5.817
F 12.599 14.297 6.100
F 11.030 15.106 4.844
F 12.764 16.314 5.386
C 11.698 12.566 2.129
C 12.929 12.882 1.286
O 13.709 11.717 1.009
H 10.805 13.076 1.744
H 11.752 12.838 3.186
H 11.415 11.512 2.122
H 13.497 13.645 1.834
H 12.661 13.356 0.343
H 14.444 11.738 1.629
C 11.502 16.834 11.522
C 12.768 16.158 12.036
O 13.698 17.066 12.549
H 11.070 17.452 12.317
H 10.768 16.182 11.052
H 11.775 17.560 10.744
H 13.238 15.609 11.218
H 12.473 15.369 12.743
H 13.315 17.535 13.296
C 4.961 16.896 9.717
C 5.073 18.216 10.449
O 4.533 19.224 9.593
H 3.947 16.689 9.373
H 5.210 16.030 10.338
H 5.664 16.855 8.886
H 6.135 18.388 10.651
H 4.478 18.207 11.364
H 4.780 20.082 9.952
C 7.874 18.070 2.082
C 8.257 17.204 3.251
O 8.170 17.916 4.538
H 6.889 18.522 2.263
H 7.801 17.439 1.200
H 8.516 18.933 1.900
H 9.279 16.834 3.136
H 7.640 16.309 3.302
H 7.332 18.406 4.496

---

Record 4
21
Properties=species:S:1:pos:R:3 method="wB97M-V/def2-TZVPD" e_above_lowest_ev=0.8784 smiles="C=CC.O.O.O.O" spin_multiplicity=1 homo_ev=-9.985
C -1.643 1.484 -0.689
C -0.427 2.332 -0.414
C 0.525 2.069 0.478
H -1.634 0.582 -0.133
H -2.572 2.087 -0.449
H -1.689 1.174 -1.708
H -0.348 3.251 -1.048
H 1.393 2.704 0.586
H 0.429 1.210 1.201
H 0.114 -1.237 1.818
H -1.091 -1.171 2.784
O -0.446 -0.612 2.318
H -0.372 -1.182 -1.301
H -0.659 -2.213 -0.336
O -1.132 -1.669 -1.002
H 2.190 -2.364 0.942
H 1.442 -1.472 -0.073
O 1.291 -2.158 0.631
H 1.561 0.074 -2.287
H 1.124 0.561 -0.884
O 1.460 -0.226 -1.367

---

Record 5
15
Properties=species:S:1:pos:R:3 method="wB97M-V/def2-TZVPD" e_above_lowest_ev=0.9152 spin_multiplicity=1 homo_ev=-7.675
C -1.240 -0.135 -0.076
C 1.140 0.502 -0.004
H -1.526 -2.131 0.189
H -2.893 -1.267 0.438
H -2.677 1.160 -0.208
H 0.393 -1.360 -0.383
H 1.572 2.531 -0.069
H -0.130 2.195 0.171
H 3.350 -1.498 -0.055
N -2.014 -1.295 -0.015
N -1.679 1.058 0.030
N 0.105 -0.434 -0.091
N 0.838 1.855 0.030
N 2.386 0.093 -0.021
O 2.375 -1.274 0.065

---

Record 6
13
Properties=species:S:1:pos:R:3 method="wB97M-V/def2-TZVPD" e_above_lowest_ev=2.6348 smiles="CC1(C)NC1=O" spin_multiplicity=1 homo_ev=-9.440
C -0.525 0.829 1.235
C -0.126 0.146 0.001
C 1.392 -0.388 -0.039
C -1.059 -0.759 -0.706
N -0.374 1.546 0.102
O -0.878 1.017 2.387
H 1.800 -0.749 -0.989
H 1.609 -1.252 0.557
H 1.948 0.423 0.334
H -0.884 -0.664 -1.726
H -2.220 -0.581 -0.497
H -0.915 -1.808 -0.413
H 0.232 2.240 -0.246

---

Record 7
126
Properties=species:S:1:pos:R:3 method="wB97M-V/def2-TZVPD" spin_multiplicity=1 charge=-2 homo_ev=-2.163
Rb 0.690 -1.175 0.688
C -1.382 4.209 3.702
N -1.759 2.911 3.178
C -3.163 2.552 3.169
C -0.838 2.051 2.640
O -1.146 1.030 2.058
C 0.598 2.503 2.819
O 1.431 1.542 2.248
C 2.781 1.918 2.225
C 3.450 1.035 1.164
O 2.756 0.444 0.381
N 4.809 0.958 1.135
C 5.430 0.009 0.221
C 5.682 1.631 2.064
H -2.281 4.727 4.029
H -0.902 4.819 2.932
H -0.712 4.133 4.564
H -3.761 3.354 2.734
H -3.525 2.344 4.182
H -3.282 1.661 2.560
H 0.814 2.626 3.892
H 0.712 3.462 2.307
H 3.236 1.787 3.215
H 2.897 2.969 1.925
H 4.647 -0.469 -0.365
H 5.967 -0.764 0.780
H 6.135 0.522 -0.442
H 5.180 2.472 2.539
H 6.550 2.028 1.531
H 6.050 0.955 2.846
C 3.408 -2.716 3.616
C 3.889 -3.122 2.246
C 4.904 -4.064 2.118
C 5.297 -4.398 0.820
C 4.677 -3.819 -0.255
C 3.606 -2.874 -0.071
N 3.279 -2.525 1.223
N 2.940 -2.281 -1.053
Si 3.200 -2.412 -2.724
C 3.131 -4.161 -3.484
C 4.879 -1.670 -3.246
C 1.867 -1.415 -3.611
H 4.185 -2.843 4.374
H 2.554 -3.334 3.894
H 3.067 -1.680 3.606
H 5.362 -4.510 2.992
H 6.095 -5.117 0.656
H 4.985 -4.078 -1.260
H 4.057 -4.725 -3.333
H 2.955 -4.110 -4.565
H 2.311 -4.733 -3.035
H 5.707 -2.189 -2.748
H 4.926 -0.612 -2.962
H 5.038 -1.738 -4.330
H 0.928 -1.978 -3.669
H 2.172 -1.157 -4.633
H 1.667 -0.485 -3.071
C -2.766 -0.434 -0.409
C -2.216 0.417 -1.561
C -1.341 -0.438 -2.476
C -3.391 1.001 -2.348
O -1.427 1.441 -0.961
Si -0.894 2.906 -1.522
S 0.195 3.980 -0.168
O -2.206 3.777 -2.142
C -3.121 4.632 -1.486
C -4.341 4.706 -2.400
C -3.521 4.084 -0.123
C -2.503 6.021 -1.337
O -0.126 2.454 -2.925
C 0.353 3.217 -4.023
C -0.741 3.236 -5.094
C 1.582 2.476 -4.542
C 0.736 4.644 -3.637
H -3.555 -1.120 -0.714
H -3.142 0.261 0.347
H -1.968 -1.036 0.036
H -1.916 -1.280 -2.875
H -0.492 -0.847 -1.929
H -0.945 0.162 -3.294
H -3.970 0.189 -2.799
H -3.034 1.667 -3.134
H -4.050 1.571 -1.688
H -4.771 3.710 -2.541
H -4.047 5.093 -3.379
H -5.103 5.365 -1.972
H -3.963 3.087 -0.224
H -4.258 4.744 0.340
H -2.638 4.014 0.520
H -2.258 6.419 -2.326
H -1.588 5.943 -0.745
H -3.198 6.710 -0.848
H -0.998 2.210 -5.371
H -0.406 3.769 -5.989
H -1.632 3.722 -4.691
H 1.315 1.454 -4.821
H 2.335 2.421 -3.751
H 2.010 2.987 -5.410
H -0.134 5.191 -3.272
H 1.140 5.167 -4.511
H 1.484 4.634 -2.843
N -7.672 -5.589 0.805
C -6.678 -5.187 1.216
C -5.448 -4.698 1.742
C -4.678 -3.786 1.025
C -3.496 -3.308 1.554
C -3.083 -3.714 2.811
C -3.837 -4.637 3.525
C -5.009 -5.131 2.993
N -1.886 -3.214 3.350
C -1.000 -3.934 4.120
C 0.033 -3.089 4.362
N -0.188 -1.858 3.777
C -1.358 -1.960 3.199
H -4.994 -3.471 0.040
H -2.856 -2.653 0.978
H -3.502 -4.960 4.501
H -5.595 -5.856 3.541
H -1.144 -4.981 4.327
H 0.952 -3.308 4.880
H -1.850 -1.169 2.642
N -3.325 -6.551 2.185
C -2.498 -6.290 1.405
N -1.557 -6.041 0.490
C -1.152 -4.777 0.542
N -0.824 -3.661 0.615

---

Record 8
93
Properties=species:S:1:pos:R:3 method="wB97M-V/def2-TZVPD" spin_multiplicity=1 charge=+1 homo_ev=-8.837
Zr -0.227 -0.014 0.030
C -0.804 0.043 -4.614
C -0.516 0.337 -3.177
N -0.569 -0.549 -2.233
N -0.851 -1.826 -2.636
C -1.300 -2.612 -1.692
N -1.544 -3.891 -2.017
S -1.760 -2.137 -0.081
C -0.146 1.703 -2.775
C -0.058 2.748 -3.692
C 0.384 3.986 -3.257
C 0.756 4.136 -1.933
C 0.626 3.053 -1.080
N 0.156 1.873 -1.475
H -0.992 -1.015 -4.761
H -1.682 0.609 -4.937
H 0.027 0.360 -5.245
H -1.171 -4.234 -2.888
H -1.740 -4.553 -1.287
H -0.323 2.591 -4.726
H 0.459 4.813 -3.949
H 1.140 5.071 -1.553
H 0.927 3.122 -0.044
C 1.883 -1.246 2.498
N 0.544 -0.635 2.295
C -0.464 -1.646 2.741
C 0.372 0.502 3.189
C 0.802 0.467 4.507
C 0.430 1.465 5.390
C -0.425 2.465 4.959
C -0.845 2.515 3.641
C -0.393 1.568 2.715
N -0.730 1.546 1.344
C -1.476 2.634 0.827
C -1.225 3.978 1.099
C -1.928 4.973 0.436
C -2.871 4.644 -0.521
C -3.125 3.309 -0.812
C -2.433 2.315 -0.140
N -2.623 0.895 -0.353
C -3.502 0.427 0.760
C -3.323 0.585 -1.610
H 1.902 -1.767 3.456
H 2.639 -0.464 2.489
H 2.060 -1.958 1.698
H -0.298 -1.867 3.799
H -0.345 -2.550 2.153
H -1.473 -1.239 2.628
H 1.409 -0.353 4.861
H 0.773 1.436 6.414
H -0.776 3.217 5.651
H -1.532 3.289 3.345
H -0.445 4.252 1.793
H -1.717 6.009 0.658
H -3.412 5.418 -1.045
H -3.862 3.058 -1.560
H -4.431 1.004 0.740
H -3.006 0.587 1.717
H -3.727 -0.628 0.626
H -4.367 0.908 -1.563
H -3.295 -0.493 -1.761
H -2.841 1.091 -2.444
C 5.052 -1.674 -0.186
N 4.373 -1.351 -1.421
C 3.283 -0.587 -1.546
Se 2.563 0.504 -0.212
N 2.855 -0.654 -2.817
C 3.616 -1.575 -3.514
C 3.528 -2.073 -4.806
C 4.468 -3.018 -5.167
C 5.459 -3.450 -4.276
C 5.544 -2.955 -2.990
C 4.597 -2.007 -2.626
H 4.904 -0.864 0.525
H 6.114 -1.792 -0.387
H 4.636 -2.601 0.215
H 2.018 -0.198 -3.132
H 2.759 -1.749 -5.491
H 4.436 -3.442 -6.160
H 6.163 -4.202 -4.598
H 6.290 -3.315 -2.298
C 2.034 -5.050 3.512
S 0.885 -5.027 2.116
C 1.986 -5.249 0.777
C 2.156 -4.384 -0.256
S 1.533 -2.806 -0.606
S 3.232 -4.971 -1.513
C 3.642 -6.514 -0.828
S 4.802 -7.485 -1.451
S 2.856 -6.774 0.689
H 1.439 -4.887 4.410
H 2.777 -4.259 3.418
H 2.533 -6.012 3.599

---

Record 9
82
Properties=species:S:1:pos:R:3 method="wB97M-V/def2-TZVPD" e_above_lowest_ev=0.0000 spin_multiplicity=1 homo_ev=-6.285
Na -0.503 0.195 -0.109
C 3.543 1.852 1.461
As 2.038 1.632 0.197
C 1.495 3.522 0.278
C 3.169 1.760 -1.425
C 2.556 1.251 -2.737
C 1.127 1.769 -2.843
C 2.590 -0.278 -2.777
As 1.352 -1.242 -1.558
C 1.324 -2.889 -2.632
C 2.659 -1.893 -0.261
C 3.405 1.793 -3.903
As 2.878 1.770 -5.844
C 1.662 0.231 -6.114
C 1.476 3.169 -5.844
H 4.206 2.656 1.135
H 4.121 0.931 1.542
H 3.147 2.091 2.452
H 2.345 4.187 0.115
H 1.070 3.735 1.261
H 0.731 3.717 -0.471
H 4.098 1.211 -1.232
H 3.432 2.820 -1.533
H 0.570 1.508 -1.942
H 0.613 1.321 -3.691
H 1.134 2.854 -2.954
H 3.614 -0.620 -2.585
H 2.325 -0.605 -3.786
H 2.333 -3.177 -2.939
H 0.704 -2.755 -3.520
H 0.889 -3.693 -2.036
H 3.532 -2.327 -0.751
H 2.185 -2.658 0.355
H 2.975 -1.077 0.391
H 4.380 1.291 -3.871
H 3.622 2.859 -3.739
H 2.225 -0.700 -6.138
H 1.191 0.354 -7.088
H 0.878 0.151 -5.368
H 1.814 4.042 -5.289
H 0.540 2.820 -5.420
H 1.288 3.481 -6.871
C -4.676 -1.133 -1.360
Si -2.887 -1.770 -1.637
C -3.044 -3.575 -2.270
C -2.155 -0.746 -3.072
N -1.823 -1.469 -0.348
C -1.898 -2.013 0.872
C -2.889 -2.926 1.307
C -2.911 -3.454 2.575
C -1.941 -3.113 3.510
C -0.947 -2.221 3.138
C -0.950 -1.704 1.865
F 0.072 -0.791 1.537
H -5.248 -1.104 -2.282
H -4.658 -0.128 -0.948
H -5.215 -1.759 -0.659
H -3.656 -3.649 -3.164
H -3.485 -4.222 -1.521
H -2.065 -3.977 -2.506
H -2.308 -1.252 -4.017
H -1.086 -0.605 -2.926
H -2.628 0.226 -3.146
H -3.646 -3.197 0.591
H -3.694 -4.150 2.847
H -1.959 -3.533 4.503
H -0.168 -1.929 3.829
N -2.637 3.871 -1.610
C -1.891 2.754 -1.794
N -1.515 2.193 -0.685
C -2.048 2.968 0.317
C -1.965 2.841 1.697
C -2.578 3.816 2.455
C -3.276 4.880 1.876
C -3.392 5.011 0.510
C -2.762 4.043 -0.256
H -3.053 4.449 -2.320
H -1.631 2.399 -2.770
H -1.444 2.006 2.144
H -2.524 3.766 3.531
H -3.737 5.612 2.520
H -3.949 5.818 0.061

---

Record 10
43
Properties=species:S:1:pos:R:3 method="wB97M-V/def2-TZVPD" spin_multiplicity=1 homo_ev=-6.421
Rb 19.420 -18.888 -20.364
F 19.534 -22.324 -22.252
O 23.652 -16.613 -20.630
S 24.879 -16.129 -20.040
O 25.652 -16.855 -19.024
O 25.843 -15.739 -21.318
C 27.242 -15.599 -21.195
C 27.595 -14.173 -21.621
C 24.605 -14.318 -19.495
H 27.810 -16.265 -21.845
H 27.601 -15.803 -20.186
H 28.601 -13.893 -21.306
H 26.913 -13.465 -21.149
H 27.492 -14.098 -22.703
H 23.631 -14.297 -19.006
H 24.542 -13.779 -20.440
H 25.463 -13.949 -18.934
O 21.447 -21.423 -26.392
S 22.815 -21.109 -25.896
O 23.634 -22.197 -25.361
O 23.694 -20.479 -27.184
C 22.955 -19.837 -28.276
C 24.047 -19.388 -29.309
C 22.861 -19.643 -24.724
H 22.291 -19.084 -27.852
H 22.267 -20.482 -28.823
H 24.520 -20.295 -29.687
H 24.880 -18.880 -28.823
H 23.649 -18.813 -30.145
H 23.879 -19.549 -24.346
H 22.278 -20.101 -23.924
H 22.376 -18.848 -25.290
N 19.113 -14.471 -20.056
C 19.162 -13.625 -18.938
C 19.220 -12.182 -19.018
C 19.293 -11.639 -20.315
C 19.232 -12.449 -21.431
C 19.133 -13.822 -21.263
H 19.097 -14.109 -17.975
H 19.237 -11.529 -18.158
H 19.519 -10.612 -20.560
H 19.367 -11.899 -22.350
H 19.251 -14.481 -22.110

---

Record 11
22
Properties=species:S:1:pos:R:3 method="wB97M-V/def2-TZVPD" e_above_lowest_ev=2.4321 smiles=CCSSC.O.O.O spin_multiplicity=1 homo_ev=-8.922
C -1.197 0.716 0.945
C -1.233 1.777 2.023
S 0.497 2.238 2.433
S 1.075 0.244 3.101
C 1.716 -0.479 1.665
H -1.206 -0.325 1.313
H -2.083 0.872 0.173
H -0.158 0.665 0.358
H -1.725 1.471 3.087
H -1.883 2.638 1.633
H 1.973 -0.080 0.587
H 0.777 -1.093 1.476
H 2.704 -0.989 1.981
H 1.273 2.045 -0.585
H 2.700 1.859 -1.137
O 1.701 1.761 -1.452
H 0.190 -1.082 -2.739
H -0.015 0.150 -1.794
O -0.477 -0.651 -2.129
H -1.733 -4.603 -3.426
H -1.656 -3.182 -3.602
O -1.238 -3.952 -3.912